A structure of composition C4H6O, computed with wB97M-V/def2-TZVPD.

XYZ file:
```
11
C4H6O, DFT wB97M-V/def2-TZVPD
C -0.061 -0.878 1.166
O -0.126 0.317 0.389
C 0.854 0.705 -0.938
C -0.305 0.918 -1.776
C -1.126 0.512 -0.836
H 0.234 -1.754 0.575
H -1.052 -1.047 1.598
H 0.654 -0.713 1.977
H 1.445 1.542 -0.561
H 1.457 -0.188 -1.124
H -2.161 0.360 -0.554
```

**ΔE to the lowest compared entry with this formula, charge and spin**: 4.802 eV
**Electronic energy**: -6287.116 eV

The molecule C4H6O, computed with wB97M-V/def2-TZVPD.

XYZ file:
```
11
C4H6O, DFT wB97M-V/def2-TZVPD
C 0.960 0.416 -0.001
C -0.516 0.906 0.022
C -0.968 -0.552 0.048
O -0.385 -1.202 -1.069
C 0.432 -1.016 0.089
H 1.545 0.782 0.847
H 1.512 0.581 -0.930
H -0.768 1.408 0.961
H -0.852 1.504 -0.829
H -1.921 -0.930 0.414
H 0.960 -1.896 0.447
```

**ΔE to the lowest compared entry with this formula, charge and spin**: 1.427 eV
**Electronic energy**: -6290.491 eV

Question: Which of these has the highest ΔE to the lowest compared entry with this formula, charge and spin?
Answer: number 1